Molecular formula: C21H22ClIrNP
Method: DFT, ωB97M-V with the def2-TZVPD basis set

Element x y z (Å)
Ir -0.004 -1.203 1.026
Cl -1.793 -2.562 0.055
P -0.405 0.258 -0.493
C 1.251 0.508 -1.149
C 2.065 1.579 -0.727
C 3.349 1.754 -1.281
C 3.821 0.857 -2.243
C 3.013 -0.199 -2.696
C 1.721 -0.358 -2.169
C -1.540 0.600 -1.876
C -2.914 0.293 -1.780
C -3.820 0.650 -2.790
C -3.370 1.377 -3.901
C -2.001 1.674 -4.023
C -1.097 1.263 -3.041
C -0.908 1.513 0.719
C -1.244 1.047 1.982
C -1.598 1.952 2.996
C -1.564 3.322 2.687
C -1.205 3.783 1.426
C -0.876 2.888 0.404
H -3.265 -0.224 -0.896
H -4.883 0.396 -2.713
H -4.076 1.685 -4.683
H -1.642 2.188 -4.933
H -0.042 1.538 -3.134
H 1.671 2.264 0.012
H 3.948 2.595 -0.979
H 4.805 0.986 -2.665
H 3.361 -0.872 -3.496
H 1.040 -1.147 -2.562
H -1.092 -0.092 2.176
H -1.859 1.584 3.994
H -1.827 4.029 3.482
H -1.173 4.857 1.201
H -0.574 3.199 -0.601
H 1.831 -0.495 1.630
H 1.132 -0.354 1.993
C 1.147 -5.794 3.320
C 1.686 -4.395 3.523
C 1.176 -3.653 2.306
N 0.721 -2.581 2.003
H 0.063 -5.731 3.364
H 1.450 -6.524 4.078
H 1.506 -6.205 2.374
H 1.233 -3.903 4.396
H 2.781 -4.346 3.685

The HOMO-LUMO gap (spin up / spin down) comes out at 6.1 / 4.2 eV. As for the maximum force: 10.75 eV/Å. As for the multiplicity: 5. Its total charge is +2. The value obtained for the energy is -48250.7115 eV.

Molecular formula: C21H22F3N3O3
Method: DFT, ωB97M-V with the def2-TZVPD basis set

Element x y z (Å)
C -4.575 7.165 2.385
C -3.651 5.973 2.590
C -3.160 5.419 1.251
N -2.312 4.273 1.440
N -2.798 3.040 1.311
C -1.784 2.225 1.598
C -1.766 0.823 1.609
C -0.596 0.181 1.930
C -0.609 -1.308 1.926
O -1.615 -1.960 2.132
N 0.589 -1.900 1.667
C 0.719 -3.332 1.552
C 1.120 -3.764 0.167
C 2.047 -4.782 -0.023
C 2.416 -5.173 -1.295
C 1.858 -4.536 -2.394
O 2.311 -5.006 -3.643
C 1.946 -4.407 -4.754
F 2.564 -4.988 -5.779
F 0.628 -4.469 -5.018
F 2.259 -3.098 -4.808
C 0.928 -3.524 -2.231
C 0.566 -3.149 -0.947
C 0.566 0.918 2.275
C 0.576 2.283 2.283
C -0.599 2.973 1.930
C -1.017 4.303 1.812
O -0.441 5.515 1.965
C 0.952 5.546 2.227
C 1.389 7.002 2.224
H -4.059 7.964 1.857
H -5.447 6.876 1.803
H -4.914 7.550 3.343
H -2.787 6.274 3.186
H -4.177 5.182 3.126
H -2.593 6.185 0.715
H -4.005 5.089 0.645
H -2.654 0.261 1.370
H 1.373 -1.337 1.381
H 1.445 -3.702 2.285
H -0.268 -3.739 1.802
H 2.484 -5.277 0.832
H 3.133 -5.960 -1.457
H 0.477 -3.024 -3.072
H -0.165 -2.366 -0.815
H 1.458 0.390 2.579
H 1.473 2.815 2.564
H 1.153 5.088 3.204
H 1.487 4.982 1.453
H 1.189 7.450 1.254
H 2.453 7.067 2.433
H 0.842 7.556 2.982

The HOMO-LUMO gap comes out at 8.3 eV. As for the maximum force: 1.78 eV/Å. The value obtained for the relative energy (zero: lowest compared OMol25 entry of this formula, charge and spin) is 0.0 kJ/mol. The value obtained for the energy is -40899.9926 eV.

Molecular formula: C21H22FeO17
Method: DFT, ωB97M-V with the def2-TZVPD basis set

Element x y z (Å)
Fe 0.381 0.306 -0.045
C 2.413 2.225 -3.300
C 3.616 2.935 -3.485
C 4.474 3.062 -2.097
O 5.595 3.577 -2.127
C 3.777 2.730 -0.849
C 2.564 2.167 -0.792
C 1.907 1.870 -2.115
O 0.913 1.061 -2.148
O 2.041 1.822 0.376
O 4.000 3.325 -4.579
H 1.904 1.888 -4.191
H 4.353 2.937 0.041
C -1.597 -1.836 2.404
C -2.568 -2.331 3.336
C -2.348 -1.944 4.903
O -3.141 -2.484 5.676
C -1.373 -1.003 5.272
C -0.531 -0.587 4.315
C -0.610 -1.021 2.883
O 0.179 -0.634 1.899
O 0.446 0.184 4.758
O -3.496 -3.139 3.153
H -1.790 -2.219 1.413
H -1.303 -0.657 6.293
C 1.144 -3.721 0.326
O 2.480 -3.263 0.342
C 2.707 -2.094 -0.258
O 1.828 -1.304 -0.511
O 4.137 -1.842 -0.316
C 4.634 -0.600 -0.901
H 1.100 -4.773 0.607
H 0.641 -3.547 -0.625
H 0.649 -3.119 1.088
H 3.932 -0.292 -1.676
H 5.632 -0.769 -1.306
H 4.573 0.247 -0.217
C -4.600 -0.921 -1.965
O -3.412 -0.580 -1.262
C -2.139 -1.176 -1.514
O -1.189 -0.884 -0.813
O -2.144 -2.008 -2.586
C -1.052 -2.847 -2.932
H -5.552 -0.598 -1.545
H -4.715 -1.992 -2.131
H -4.727 -0.523 -2.972
H -1.077 -3.395 -3.874
H -1.027 -3.624 -2.168
H -0.051 -2.416 -2.918
C -3.563 1.525 1.757
O -2.881 2.750 1.424
C -1.707 2.753 0.779
O -1.114 1.764 0.406
O -1.320 3.988 0.540
C -0.153 4.321 -0.193
H -3.397 0.778 0.981
H -4.636 1.598 1.934
H -3.231 1.004 2.654
H -0.319 5.363 -0.468
H -0.028 3.683 -1.068
H 0.769 4.276 0.387

The HOMO-LUMO gap comes out at 5.0 eV. As for the maximum force: 6.50 eV/Å. As for the multiplicity: 5. The value obtained for the relative energy (zero: lowest compared OMol25 entry of this formula, charge and spin) is 85.7 kJ/mol. Its total charge is -2. The value obtained for the energy is -91327.0411 eV.

Molecular formula: C21H22N2O4
Method: DFT, ωB97M-V with the def2-TZVPD basis set

Element x y z (Å)
C 0.653 4.623 -1.417
O 0.034 4.843 -0.173
C -0.687 6.054 -0.074
C -2.044 6.045 -0.789
C -3.067 5.160 -0.072
N -2.544 3.831 0.151
C -2.122 3.393 1.397
O -2.270 3.995 2.429
C -1.502 2.067 1.156
C -0.932 1.168 2.032
C -0.396 -0.002 1.505
C -0.439 -0.264 0.138
C 0.112 -1.532 -0.442
O -0.437 -2.118 -1.351
N 1.277 -1.941 0.111
C 1.932 -3.167 -0.278
C 1.823 -4.243 0.813
C 2.485 -5.510 0.352
C 1.801 -6.398 -0.469
C 2.416 -7.548 -0.927
C 3.726 -7.824 -0.572
C 4.416 -6.944 0.242
C 3.799 -5.792 0.699
C -1.047 0.639 -0.739
C -1.562 1.802 -0.215
C -2.221 2.958 -0.874
O -2.449 3.146 -2.042
H -0.073 4.443 -2.218
H 1.271 3.735 -1.296
H 1.287 5.474 -1.696
H -0.074 6.880 -0.466
H -0.836 6.205 0.999
H -1.918 5.690 -1.812
H -2.429 7.065 -0.826
H -3.305 5.568 0.914
H -3.979 5.086 -0.671
H -0.903 1.371 3.091
H 0.037 -0.729 2.178
H 1.689 -1.406 0.858
H 2.986 -2.966 -0.497
H 1.439 -3.512 -1.189
H 2.298 -3.881 1.728
H 0.766 -4.424 1.017
H 0.779 -6.184 -0.746
H 1.872 -8.232 -1.562
H 4.206 -8.723 -0.929
H 5.438 -7.154 0.522
H 4.343 -5.109 1.336
H -1.101 0.414 -1.793

The HOMO-LUMO gap comes out at 8.8 eV. As for the maximum force: 0.69 eV/Å. The value obtained for the relative energy (zero: lowest compared OMol25 entry of this formula, charge and spin) is 69.4 kJ/mol. The value obtained for the energy is -33305.6994 eV.

Molecular formula: C21H22N4O2
Method: DFT, ωB97M-V with the def2-TZVPD basis set

Element x y z (Å)
N -0.700 4.033 3.636
C -0.695 3.814 2.505
C -0.652 3.550 1.057
C 0.758 3.508 0.664
N 1.879 3.492 0.374
C -1.258 4.765 0.320
C -2.022 4.147 -0.830
C -2.650 4.978 -1.891
O -2.977 4.503 -2.963
C -2.066 2.811 -0.734
N -2.672 2.001 -1.734
C -1.452 2.332 0.518
C -2.634 2.020 1.309
N -3.577 1.748 1.952
C -0.599 1.070 0.177
C 0.138 0.420 1.360
O -0.146 0.725 2.507
C 1.201 -0.670 1.135
C 1.039 -1.839 2.152
C 2.133 -2.903 1.937
C 1.959 -3.479 0.510
C 2.198 -2.337 -0.490
C 3.583 -1.691 -0.250
C 3.701 -1.111 1.182
C 3.514 -2.292 2.122
C 2.609 -0.049 1.376
C 1.109 -1.274 -0.284
H -1.911 5.338 0.973
H -0.508 5.443 -0.118
H -2.599 6.068 -1.753
H -3.224 2.478 -2.480
H -3.013 1.100 -1.441
H 0.164 1.303 -0.562
H -1.274 0.370 -0.205
H 1.083 -1.497 3.214
H 0.051 -2.290 2.068
H 2.034 -3.668 2.676
H 0.973 -3.915 0.354
H 2.682 -4.267 0.302
H 2.129 -2.700 -1.496
H 3.714 -0.885 -0.990
H 4.406 -2.403 -0.371
H 4.687 -0.705 1.348
H 3.643 -1.959 3.114
H 4.315 -3.062 1.985
H 2.609 0.337 2.430
H 2.782 0.786 0.702
H 0.144 -1.718 -0.446
H 1.322 -0.496 -0.990

The HOMO-LUMO gap comes out at 9.2 eV. As for the maximum force: 4.27 eV/Å. The value obtained for the relative energy (zero: lowest compared OMol25 entry of this formula, charge and spin) is 208.2 kJ/mol. The value obtained for the energy is -32188.1648 eV.

Molecular formula: C21H22N4O3S
Method: DFT, ωB97M-V with the def2-TZVPD basis set

Element x y z (Å)
C 0.146 -0.955 2.449
C -0.521 -0.736 1.140
C -1.326 -1.656 0.511
C -1.656 -2.997 1.023
O -1.252 -3.388 2.101
N -2.442 -3.732 0.181
C -2.939 -5.026 0.347
C -2.689 -5.800 1.477
C -3.217 -7.075 1.565
C -3.993 -7.594 0.543
C -4.243 -6.826 -0.582
C -3.721 -5.551 -0.682
S -1.951 -1.065 -1.020
C -1.125 0.428 -0.810
N -1.191 1.424 -1.711
C -0.511 2.479 -1.424
N 0.213 2.657 -0.297
C 1.020 3.842 -0.144
C 2.151 3.812 -1.190
O 2.114 3.011 -2.104
N 3.126 4.725 -1.049
C 3.295 5.648 0.052
C 4.442 5.178 0.950
C 5.723 5.065 0.126
C 5.494 4.145 -1.071
C 4.304 4.637 -1.894
C 0.355 1.652 0.685
O 1.054 1.859 1.658
C -0.405 0.464 0.382
H -0.601 -1.118 3.224
H 0.760 -0.096 2.703
H 0.758 -1.854 2.411
H -2.709 -3.296 -0.692
H -2.085 -5.399 2.273
H -3.018 -7.668 2.446
H -4.401 -8.591 0.621
H -4.846 -7.220 -1.386
H -3.916 -4.952 -1.561
H -0.533 3.299 -2.127
H 1.426 3.805 0.871
H 0.408 4.738 -0.281
H 2.373 5.752 0.620
H 3.545 6.627 -0.372
H 4.576 5.884 1.771
H 4.189 4.204 1.374
H 6.533 4.677 0.746
H 6.015 6.057 -0.227
H 6.382 4.111 -1.702
H 5.285 3.132 -0.721
H 4.079 3.947 -2.708
H 4.511 5.629 -2.307

The HOMO-LUMO gap comes out at 8.3 eV. As for the maximum force: 0.75 eV/Å. The value obtained for the relative energy (zero: lowest compared OMol25 entry of this formula, charge and spin) is 44.1 kJ/mol. The value obtained for the energy is -45074.3732 eV.

Molecular formula: C21H22O11OsP3Se
Method: DFT, ωB97M-V with the def2-TZVPD basis set

Element x y z (Å)
Os -1.173 -0.080 1.576
C 1.989 1.039 -2.259
C 0.598 0.689 -2.643
C 0.123 0.960 -3.898
C -1.118 0.562 -4.357
C -1.948 -0.100 -3.464
C -1.512 -0.417 -2.165
C -0.218 -0.110 -1.786
P 0.395 -0.430 -0.129
C 1.242 -2.017 -0.136
C 2.502 -1.992 0.473
C 3.304 -3.144 0.488
C 2.825 -4.356 -0.034
C 1.590 -4.359 -0.692
C 0.829 -3.197 -0.734
C -0.446 -3.222 -1.511
C -1.866 1.635 0.786
C -3.112 1.653 0.068
C -3.552 2.805 -0.587
C -2.784 3.950 -0.480
C -1.612 4.002 0.277
C -1.152 2.818 0.936
C 0.069 2.850 1.853
H 2.536 1.322 -3.148
H 2.553 0.210 -1.829
H 2.031 1.795 -1.501
H 0.673 1.634 -4.624
H -1.454 0.836 -5.340
H -2.961 -0.384 -3.758
H -2.100 -1.091 -1.574
H 2.904 -0.982 0.772
H 4.270 -3.077 0.986
H 3.436 -5.285 0.076
H 1.168 -5.241 -1.126
H -0.679 -4.224 -1.888
H -0.384 -2.480 -2.330
H -1.249 -2.848 -0.885
H -3.713 0.769 0.034
H -4.492 2.845 -1.091
H -3.175 4.879 -1.013
H -1.054 4.916 0.443
H 0.124 3.790 2.394
H -0.091 2.057 2.618
O 1.284 0.147 4.854
P 1.525 -0.601 3.470
O 2.581 -1.615 3.570
O 0.151 -0.923 2.954
O 1.922 0.642 2.462
P 2.508 2.071 2.107
O 3.646 1.740 1.131
O 2.926 2.944 3.224
O 1.361 2.665 1.198
H 1.889 -0.157 5.552
H 4.447 2.294 1.230
O -2.877 -0.360 2.674
Se -3.595 -1.705 1.914
O -4.879 -1.248 1.026
O -2.297 -1.985 0.889
O -3.909 -2.895 2.950

The HOMO-LUMO gap (spin up / spin down) comes out at 7.5 / 6.9 eV. As for the maximum force: 3.01 eV/Å. As for the multiplicity: 5. Its total charge is -1. The value obtained for the energy is -140341.0804 eV.

Molecular formula: C21H23AsAuBrIN2Se
Method: DFT, ωB97M-V with the def2-TZVPD basis set

Element x y z (Å)
Au -0.930 0.899 -0.221
I 0.973 2.280 0.946
C 1.742 2.869 -0.910
C 2.807 3.717 -0.920
C 3.324 4.130 -2.165
C 2.745 3.677 -3.313
C 1.634 2.799 -3.292
C 1.037 2.378 -4.502
C -0.054 1.568 -4.473
C -0.594 1.130 -3.243
C -0.050 1.486 -2.038
C 1.090 2.354 -2.052
H 3.246 4.083 -0.002
H 4.166 4.807 -2.194
H 3.124 3.992 -4.277
H 1.457 2.723 -5.438
H -0.530 1.255 -5.394
H -1.465 0.495 -3.283
C -3.383 -0.951 2.021
As -1.991 0.374 1.972
C -0.765 -0.196 3.350
C -2.819 1.964 2.691
H -3.755 -1.014 3.043
H -2.977 -1.910 1.706
H -4.181 -0.665 1.342
H -1.318 -0.353 4.275
H -0.001 0.563 3.513
H -0.282 -1.121 3.040
H -3.286 1.729 3.646
H -3.573 2.324 1.993
H -2.066 2.738 2.832
C 0.479 -2.183 -3.138
N 1.579 -1.415 -2.588
C 1.798 -1.171 -1.280
Se 0.811 -1.748 0.157
N 2.923 -0.425 -1.200
C 3.437 -0.174 -2.464
C 4.560 0.508 -2.902
C 4.776 0.539 -4.270
C 3.904 -0.092 -5.163
C 2.787 -0.781 -4.720
C 2.572 -0.808 -3.351
H -0.127 -2.550 -2.315
H 0.869 -3.023 -3.712
H -0.128 -1.548 -3.783
H 3.301 -0.134 -0.316
H 5.240 0.988 -2.211
H 5.644 1.056 -4.656
H 4.114 -0.051 -6.223
H 2.118 -1.277 -5.410
Br -2.702 -0.406 -1.265

The HOMO-LUMO gap comes out at 5.6 eV. As for the maximum force: 0.51 eV/Å. The value obtained for the relative energy (zero: lowest compared OMol25 entry of this formula, charge and spin) is 88.6 kJ/mol. Its total charge is +1. The value obtained for the energy is -233146.4118 eV.

Question: energy of number 3 (C21H22FeO17)?
Answer: -91327.0411 eV

Question: Which of these has the lowest maximum force?
Answer: C21H23AsAuBrIN2Se

Question: Look up the maximum force of the seventh one.
Answer: 3.01 eV/Å